Density functional theory data (wB97M-V/def2-TZVPD) for a 2-piece molecular cluster, C4H2F7N overall.

## Properties
E_HOMO (alpha / beta): -8.078 / -8.480 eV
energy relative to the best compared isomer or geometry (same formula, charge and spin): 5.557 eV
gap between HOMO and LUMO (alpha / beta): 6.89 / 8.04 eV
LUMO (alpha / beta): -1.189 / -0.441 eV

Each line ends with the Löwdin charge.
Element x y z (Å)
C  -1.3248  1.2643  -1.1997  0.080
C  -0.2907  0.7123  -0.6191  -0.310
C  0.2450  -1.9569  1.5599  -0.483
C  1.1765  0.8967  -0.8636  -0.671
N  -0.3075  -0.0456  0.5328  0.071
F  0.1704  -1.4713  2.7566  0.246
F  1.3678  -2.1783  0.9767  0.233
F  1.8929  -0.0888  -0.2491  0.110
F  1.4880  0.8535  -2.1184  0.192
F  1.5103  2.0821  -0.4736  0.203
F  -0.6370  -2.8289  1.3131  0.268
F  -1.6349  -0.1895  1.0217  -0.117
H  -1.2493  2.1714  -1.7014  0.045
H  -2.4064  0.7790  -0.9359  0.132

Force components x, y, z for each atom (eV/Å):
-3.97 -1.86 0.87
1.00 -2.51 1.58
-0.60 3.24 -2.08
-1.08 -0.80 0.05
-0.68 -1.94 2.47
0.85 -0.43 -0.65
0.36 -0.32 1.20
0.22 1.00 -0.20
0.48 -0.60 -2.51
1.42 2.00 1.64
-0.80 -0.82 -0.08
-0.09 0.24 -0.33
0.03 1.11 -1.33
2.87 1.69 -0.62

***

Density functional theory data (wB97M-V/def2-TZVPD) for one molecule with the formula C4H2I2N2O.

## Properties
E_HOMO: -8.847 eV
gap between HOMO and LUMO: 8.41 eV
LUMO: -0.432 eV
SMILES string: [H]/N=c1\oc(I)cnc1I

Each line ends with the Löwdin charge.
Element x y z (Å)
H  0.7876  2.8779  -0.0194  0.067
N  1.2721  2.0113  0.0276  0.144
C  0.6002  0.9671  0.0205  -0.440
O  -0.8215  0.8090  0.0408  -0.039
C  -1.4564  -0.3985  -0.0304  -0.736
I  -3.5624  -0.2991  -0.0123  0.914
C  -0.7152  -1.4905  -0.0213  -0.238
N  0.5949  -1.4309  -0.0404  0.052
C  1.2509  -0.3510  0.0654  -0.725
I  3.3269  -0.3051  -0.0026  0.907
H  -1.2771  -2.3901  -0.0280  0.093

Force components x, y, z for each atom (eV/Å):
-0.69 0.77 0.00
-0.07 0.08 -0.13
-0.81 -1.53 0.57
0.16 1.14 -0.31
0.16 2.05 0.43
0.87 0.01 -0.03
-3.12 -0.38 -0.29
3.48 -0.55 0.55
-0.36 -0.15 -0.79
0.14 -0.29 0.09
0.24 -1.15 -0.09

***

Density functional theory data (wB97M-V/def2-TZVPD) for C4H2IN as an isolated structure.

## Properties
E_HOMO: -9.510 eV
energy relative to the best compared isomer or geometry (same formula, charge and spin): 2.465 eV
gap between HOMO and LUMO: 9.00 eV
LUMO: -0.508 eV

Each line ends with the Löwdin charge.
Element x y z (Å)
C  -1.1444  0.5966  1.3044  0.010
C  -1.2071  0.9091  0.0577  -0.166
C  0.3768  0.1848  -0.7854  -0.805
C  0.1412  -0.2663  0.6916  -0.208
N  -0.6428  0.9034  -1.1547  0.065
I  1.7176  -0.7320  -2.1273  0.830
H  0.9690  -0.1666  1.4038  0.101
H  -0.2104  -1.4291  0.6098  0.173

Force components x, y, z for each atom (eV/Å):
-0.01 0.03 -1.57
0.16 -0.41 2.15
-0.50 -0.82 0.00
-0.79 -2.17 -0.40
0.81 0.03 -0.59
-0.35 0.48 0.48
-0.19 0.01 -0.39
0.86 2.85 0.32

***

Density functional theory data (wB97M-V/def2-TZVPD) for a 2-piece molecular cluster, C4H2IPS overall.

## Properties
E_HOMO: -9.651 eV
energy relative to the best compared isomer or geometry (same formula, charge and spin): 1.782 eV
gap between HOMO and LUMO: 7.18 eV
LUMO: -2.473 eV

Each line ends with the Löwdin charge.
Element x y z (Å)
C  -0.4325  -0.8136  -2.5425  0.092
C  -1.3974  1.2024  2.5500  -0.107
C  0.1664  -0.5058  -1.5353  -0.458
C  -0.7701  0.7130  1.6312  -0.148
P  0.9522  -0.3146  0.0129  -0.080
S  1.5282  -2.1368  0.3995  0.203
I  2.7147  1.3760  -0.3051  0.460
H  -0.7118  -1.1970  -3.4808  0.033
H  -2.0497  1.6764  3.2702  0.004

Force components x, y, z for each atom (eV/Å):
1.31 0.33 1.15
0.04 -0.07 -0.57
-1.10 0.60 -0.34
1.86 -0.77 -1.38
-0.97 -0.62 1.18
-0.17 1.36 0.48
-0.86 -0.43 0.28
-0.54 -0.07 -0.48
0.43 -0.34 -0.32

***

Density functional theory data (wB97M-V/def2-TZVPD) for C4H2KO2 as an isolated structure.

## Properties
E_HOMO (alpha / beta): -11.882 / -11.882 eV
energy relative to the best compared isomer or geometry (same formula, charge and spin): 2.515 eV
gap between HOMO and LUMO (alpha / beta): 6.69 / 6.69 eV
LUMO (alpha / beta): -5.190 / -5.189 eV
net charge: +1

Each line ends with the Löwdin charge.
Element x y z (Å)
H  1.8195  2.6402  -0.0421  0.203
O  0.6598  3.5739  2.0816  0.298
C  0.9654  2.7933  1.2859  -0.082
C  0.6054  2.1782  0.0696  -0.076
C  -0.0450  1.0519  0.0553  0.064
C  -0.4858  -0.0557  -0.6736  -0.332
O  -0.0464  -1.2105  -0.5909  -0.198
K  -0.5553  -3.7314  -1.0691  0.989
H  -1.3872  0.1732  -1.2820  0.134

Force components x, y, z for each atom (eV/Å):
-1.35 -1.41 -3.20
2.89 -1.26 -0.54
-7.11 2.01 1.34
6.66 2.63 3.43
-1.45 -2.92 -1.36
0.14 1.36 0.16
-0.01 -0.74 -0.07
0.11 0.30 0.08
0.12 0.02 0.15

***

Density functional theory data (wB97M-V/def2-TZVPD) for one molecule with the formula C4H2N2O.

## Properties
E_HOMO: -10.969 eV
energy relative to the best compared isomer or geometry (same formula, charge and spin): 0.710 eV
gap between HOMO and LUMO: 10.53 eV
LUMO: -0.436 eV
SMILES string: N#CC#CC(N)=O

Each line ends with the Löwdin charge.
Element x y z (Å)
N  -2.2064  2.4506  -2.2848  0.170
C  -1.4613  1.8856  -1.5995  -0.219
C  -0.5967  1.1752  -0.7854  0.004
C  0.1249  0.5127  -0.0821  0.113
C  0.9767  -0.3360  0.7720  -0.551
N  0.5075  -1.6058  0.8578  0.167
O  1.9737  0.0833  1.3193  0.085
H  -0.3325  -1.8935  0.3818  0.112
H  1.0141  -2.2719  1.4210  0.120

Force components x, y, z for each atom (eV/Å):
0.74 -0.51 0.66
-0.63 0.47 -0.57
0.32 -0.35 0.33
-0.35 0.38 -0.36
0.17 0.04 0.10
0.05 -0.07 0.06
-0.40 -0.15 -0.23
0.14 0.08 0.07
-0.04 0.11 -0.06

***

Density functional theory data (wB97M-V/def2-TZVPD) for one molecule with the formula C4H2N2O.

## Properties
E_HOMO: -10.270 eV
energy relative to the best compared isomer or geometry (same formula, charge and spin): 5.082 eV
gap between HOMO and LUMO: 10.24 eV
LUMO: -0.028 eV
SMILES string: C#Cc1cnon1

Each line ends with the Löwdin charge.
Element x y z (Å)
C  -2.4445  -0.0827  0.1798  0.076
C  -1.2613  -0.3899  -0.1076  -0.033
C  0.2791  -0.3754  0.0012  -0.310
C  0.9417  0.8570  -0.1111  -0.057
N  2.2275  0.6348  0.2287  0.159
O  2.2532  -0.7949  -0.0175  -0.076
N  1.1261  -1.3244  0.0445  0.070
H  -3.6084  -0.2569  0.0972  0.084
H  0.4866  1.7324  -0.3152  0.087

Force components x, y, z for each atom (eV/Å):
0.81 -2.29 -1.84
-0.75 0.84 2.04
-5.53 1.45 -1.65
3.64 -2.65 2.76
-2.40 -0.51 -3.60
4.96 1.87 2.59
-2.80 -2.58 -0.65
3.10 0.84 0.40
-1.03 3.03 -0.06

***

Density functional theory data (wB97M-V/def2-TZVPD) for a 2-piece molecular cluster, C4H2N2O overall.

## Properties
E_HOMO (alpha / beta): -10.175 / -10.176 eV
energy relative to the best compared isomer or geometry (same formula, charge and spin): 3.741 eV
gap between HOMO and LUMO (alpha / beta): 7.66 / 7.66 eV
LUMO (alpha / beta): -2.520 / -2.517 eV

Each line ends with the Löwdin charge.
Element x y z (Å)
C  -0.4171  -1.3038  0.1983  -0.216
C  -1.7601  1.0810  0.2001  -0.524
C  1.8011  0.0467  -0.2120  0.136
C  0.5855  -0.4155  -0.0060  0.038
N  -1.2949  -1.9957  0.3585  0.270
N  -2.8756  0.7632  0.2759  0.145
O  -0.5438  1.3546  0.0757  -0.003
H  2.0050  1.0611  -0.2428  0.074
H  2.4999  -0.5917  -0.6476  0.079

Force components x, y, z for each atom (eV/Å):
2.32 1.14 -0.57
0.24 -0.09 -0.19
-2.87 -1.67 -0.18
0.44 3.78 0.04
-2.69 -1.98 0.51
-0.25 -0.05 0.14
1.28 -1.74 0.17
0.13 1.91 0.17
1.40 -1.30 -0.09